Computed, not measured: a molecular structure, C19H40BClI2O4PSi, with wB97M-V/def2-TZVPD.

The geometry in XYZ format:
```
69
Properties=species:S:1:pos:R:3:forces:R:3:nbo_charge:R:1
C -0.603 1.341 -2.716 -0.441 0.470 0.581 -1.058
B -0.659 0.841 -1.225 -0.291 0.192 -0.481 0.858
O -1.509 -0.208 -0.928 0.486 -0.267 -0.405 -0.940
P 0.445 1.742 0.090 0.923 -0.552 0.282 0.898
C 0.273 1.722 1.943 -0.471 -0.147 0.161 -0.703
C -0.502 0.483 2.462 0.140 0.468 0.249 -0.395
C 0.307 -0.483 3.319 -0.298 -0.660 -0.233 -0.390
C -0.410 -1.843 3.485 0.165 0.369 0.455 -0.393
C -1.913 -1.743 3.731 -0.096 -0.591 -0.080 -0.409
C -2.598 -3.140 3.804 -0.381 0.748 -0.272 -0.391
C -3.490 -3.361 2.573 0.301 0.328 -0.014 -0.412
C -2.700 -3.288 1.273 0.011 -0.086 0.236 -0.075
O -3.427 -3.977 0.238 -0.097 0.487 -0.342 -0.533
C -2.748 -4.096 -0.931 0.497 -0.260 -0.255 0.807
C -3.557 -3.816 -2.166 -0.293 -0.437 -0.030 -0.724
O -1.582 -4.397 -0.983 -0.187 0.287 0.228 -0.583
C 1.551 0.075 0.200 0.161 0.082 0.101 -0.805
C 2.492 -0.156 -0.974 0.240 -0.177 0.274 -0.061
O 3.535 0.822 -0.996 -0.299 -0.182 -0.453 -0.891
Si 4.075 1.334 -2.496 0.735 0.862 -0.057 1.886
C 2.935 2.603 -3.283 -0.065 -0.823 0.258 -1.160
C 4.379 -0.113 -3.678 -0.646 -0.037 0.021 -1.146
C 5.742 2.164 -2.207 -0.388 -0.703 -0.220 -1.122
C -0.512 3.412 -0.162 -0.288 1.155 -0.106 -0.584
I 0.753 4.941 -1.075 -0.281 -0.848 0.278 0.244
C -1.794 3.608 0.129 0.315 -0.629 -0.030 -0.204
C -2.696 2.559 0.752 -0.599 0.490 0.029 -0.685
I -2.822 5.441 -0.242 0.002 -0.024 0.027 0.042
H -1.633 1.376 -3.089 0.066 -0.168 -0.199 0.240
H -0.010 0.666 -3.336 -0.042 -0.056 -0.029 0.247
H -0.206 2.355 -2.787 0.093 -0.081 -0.125 0.259
H -1.116 -0.843 -0.320 -0.175 0.212 0.392 0.497
H 1.594 2.374 -0.427 -0.143 -0.027 -0.026 0.028
H -0.232 2.636 2.250 -0.015 0.031 -0.088 0.235
H 1.256 1.746 2.415 0.163 0.005 -0.319 0.237
H -0.970 -0.053 1.634 0.031 -0.071 -0.017 0.183
H -1.328 0.849 3.076 -0.093 -0.051 -0.098 0.208
H 0.487 -0.077 4.317 0.016 0.258 -0.087 0.195
H 1.276 -0.675 2.857 0.065 0.090 0.092 0.212
H 0.014 -2.333 4.368 0.092 -0.164 -0.144 0.199
H -0.189 -2.497 2.637 -0.116 0.074 -0.124 0.194
H -2.098 -1.185 4.652 0.073 0.011 0.024 0.203
H -2.416 -1.191 2.937 0.109 0.192 0.018 0.196
H -1.849 -3.928 3.894 -0.047 -0.086 0.131 0.199
H -3.261 -3.136 4.670 0.171 -0.344 0.134 0.206
H -4.205 -2.534 2.564 -0.257 -0.213 -0.012 0.199
H -4.049 -4.295 2.624 0.102 -0.084 -0.004 0.217
H -1.691 -3.688 1.378 -0.095 -0.261 -0.065 0.195
H -2.613 -2.245 0.952 0.101 -0.024 0.007 0.174
H -3.494 -2.757 -2.420 0.006 0.047 0.185 0.253
H -4.603 -4.094 -2.044 0.009 0.123 0.096 0.228
H -3.131 -4.383 -2.991 0.052 0.034 -0.002 0.234
H 0.966 -0.848 0.331 -0.048 0.023 0.054 0.178
H 2.190 0.156 1.085 0.054 -0.056 -0.002 0.210
H 1.973 -0.199 -1.945 -0.159 0.129 0.063 0.153
H 2.965 -1.139 -0.844 -0.010 -0.007 -0.170 0.165
H 3.339 3.607 -3.163 -0.148 0.142 -0.017 0.289
H 1.967 2.557 -2.782 -0.011 0.239 -0.029 0.240
H 2.754 2.378 -4.335 0.108 0.137 -0.063 0.226
H 5.407 -0.153 -4.037 0.068 -0.038 0.118 0.235
H 3.731 0.013 -4.550 0.075 -0.006 -0.038 0.232
H 4.097 -1.074 -3.240 0.220 -0.045 0.038 0.231
H 6.470 1.397 -1.929 0.076 0.164 0.211 0.219
H 6.052 2.556 -3.179 0.037 0.225 0.091 0.229
H 5.687 2.959 -1.467 0.108 0.066 -0.018 0.250
H -3.705 2.960 0.865 0.024 -0.101 -0.027 0.226
H -2.790 1.659 0.143 0.170 -0.047 0.035 0.222
H -2.376 2.291 1.758 0.162 -0.089 -0.012 0.208
Cl 2.720 6.408 -2.439 0.251 0.300 -0.174 -0.821
```
Positions in Å, forces in eV/Å.

Summary:
Molecular weight ... 691.7 g mol⁻¹
DFT total energy ... -75111.671 eV
Charge ... -1

=====

Computed, not measured: 6 unconnected molecules or ions with the total composition C19H40BrO18P2, with wB97M-V/def2-TZVPD.

The geometry in XYZ format:
```
80
Properties=species:S:1:pos:R:3:forces:R:3:mulliken_charge:R:1
C 6.712 -1.127 -3.207 -1.102 -0.392 0.408 -0.820
C 6.786 -2.739 -2.799 -0.600 1.495 -1.259 -0.088
Br 7.037 -2.750 -0.775 0.445 -0.168 -0.879 -0.284
C 5.386 -3.553 -3.069 -0.377 -0.731 -0.617 -0.199
C 4.647 -3.212 -4.492 1.408 0.402 0.667 -0.882
P 3.468 -1.714 -4.383 1.208 0.107 -0.402 0.058
P 1.837 -2.019 -2.963 -0.941 0.255 3.682 0.677
O 2.194 -1.473 -1.510 -1.257 -1.618 -4.546 -0.623
O 1.319 -3.673 -2.787 -1.207 2.586 0.878 -0.550
O 0.459 -1.092 -3.591 3.080 -0.073 -0.020 -0.580
H 6.366 -1.020 -4.334 0.848 -0.269 2.402 0.204
H 7.713 -0.551 -3.018 -1.825 -1.296 -0.293 0.317
H 5.853 -0.674 -2.524 1.877 -0.769 -1.552 0.216
H 7.724 -3.175 -3.369 -1.942 0.469 1.556 0.329
H 4.605 -3.478 -2.177 1.904 0.155 -1.701 0.167
H 5.680 -4.709 -3.118 -0.508 2.414 0.179 0.217
H 5.523 -2.880 -5.223 -1.895 -0.358 1.084 0.223
H 2.795 -1.575 -5.681 0.129 -0.798 0.963 -0.045
H 0.652 -3.739 -2.015 1.613 0.332 -1.588 0.308
H 0.911 -0.262 -3.977 -0.970 -1.788 0.858 0.342
C -0.049 -4.872 -5.992 -0.017 0.221 0.698 -0.568
O 0.245 -5.335 -7.309 0.706 0.390 -0.950 -0.333
C 1.163 -4.588 -7.972 0.271 0.661 0.710 0.732
O 1.727 -3.596 -7.539 -0.965 -1.551 -0.882 -0.515
O 1.345 -5.137 -9.200 -0.201 0.173 0.632 -0.338
C 2.292 -4.450 -10.015 0.293 0.179 -0.191 -0.611
H -0.794 -5.543 -5.556 0.145 -0.033 -0.353 0.254
H 0.848 -4.899 -5.365 -0.136 0.221 -0.141 0.259
H -0.471 -3.863 -6.023 0.251 -0.112 0.034 0.286
H 3.282 -4.460 -9.549 -0.225 0.169 0.009 0.297
H 1.963 -3.423 -10.207 0.151 -0.121 0.183 0.279
H 2.357 -4.974 -10.972 -0.225 -0.103 0.281 0.209
C -0.590 -3.394 4.309 -0.239 -0.211 0.092 -0.626
O 0.412 -2.459 3.916 0.314 -0.141 -0.495 -0.328
C 1.105 -2.817 2.805 0.570 -0.039 -0.749 0.797
O 0.937 -3.836 2.153 0.065 1.342 1.060 -0.567
O 2.017 -1.847 2.547 -1.254 -0.892 0.929 -0.326
C 2.825 -2.092 1.397 0.404 -0.182 -0.816 -0.371
H -1.080 -3.006 5.207 0.272 0.169 -0.180 0.219
H -1.345 -3.504 3.524 0.221 -0.127 0.063 0.278
H -0.140 -4.362 4.554 -0.110 0.110 -0.217 0.292
H 2.206 -2.149 0.496 0.267 -0.057 0.220 0.173
H 3.411 -3.007 1.525 -0.192 0.079 -0.030 0.290
H 3.518 -1.253 1.286 -0.302 -0.069 0.207 0.213
C -0.718 -0.184 -0.556 0.870 -0.375 -0.174 -0.472
O -1.979 0.477 -0.466 -1.697 -0.504 -0.178 -0.246
C -3.045 -0.316 -0.744 0.953 -0.458 -0.230 0.689
O -3.000 -1.497 -1.051 -0.315 1.675 0.503 -0.558
O -4.170 0.434 -0.621 0.490 -0.363 -0.264 -0.312
C -5.379 -0.274 -0.887 -0.351 -0.173 -0.091 -0.693
H 0.062 0.543 -0.314 -0.365 -0.006 -0.030 0.274
H -0.660 -1.004 0.166 -0.058 0.045 -0.200 0.242
H -0.545 -0.548 -1.574 -0.072 -0.012 0.335 0.254
H -5.507 -1.099 -0.178 0.105 0.023 -0.239 0.296
H -5.392 -0.643 -1.918 0.080 -0.091 0.253 0.300
H -6.213 0.421 -0.759 0.357 0.084 0.046 0.231
C -3.492 0.806 2.350 0.137 -0.290 -0.515 -0.603
O -3.788 1.759 3.369 0.414 1.150 0.319 -0.349
C -3.107 2.927 3.256 0.415 -0.163 -0.630 0.732
O -2.299 3.205 2.384 -1.248 -0.335 1.398 -0.545
O -3.482 3.733 4.281 0.102 -0.599 -0.552 -0.318
C -2.841 5.007 4.290 0.209 0.401 0.014 -0.495
H -4.092 -0.089 2.539 -0.021 0.283 0.235 0.294
H -3.762 1.199 1.364 0.282 -0.009 0.401 0.344
H -2.435 0.524 2.380 -0.152 0.179 -0.110 0.289
H -3.085 5.568 3.382 0.192 -0.171 0.085 0.292
H -1.757 4.894 4.398 -0.189 0.025 -0.195 0.310
H -3.215 5.568 5.152 -0.086 -0.330 -0.088 0.065
C -3.953 6.335 8.477 -0.337 -0.412 0.191 -0.683
O -3.027 7.282 7.946 -0.127 1.108 -0.019 -0.300
C -3.420 8.575 8.066 -0.388 0.112 0.187 0.768
O -4.461 8.964 8.571 1.501 -0.547 -0.723 -0.542
O -2.454 9.360 7.525 -0.641 -0.754 0.374 -0.297
C -2.734 10.757 7.580 -0.071 0.503 0.001 -0.618
H -3.537 5.335 8.328 0.153 0.341 -0.106 0.220
H -4.093 6.493 9.551 -0.099 0.083 -0.236 0.352
H -4.910 6.393 7.947 0.126 0.104 0.210 0.304
H -2.826 11.092 8.619 -0.153 -0.099 -0.198 0.287
H -3.642 10.991 7.015 0.077 -0.070 0.248 0.287
H -1.896 11.288 7.121 -0.045 -0.389 0.046 0.221
```
Positions in Å, forces in eV/Å.

Summary:
Molecular weight ... 698.4 g mol⁻¹
DFT total energy ... -145825.867 eV
Charge ... -1